{
  "formula": "C25H34N7O2S3Sr",
  "method": "wB97M-V/def2-TZVPD",
  "elements": ["Sr", "O", "C", "C", "C", "C", "C", "C", "C", "O", "N", "N", "C", "S", "C", "C", "S", "H", "H", "H", "H", "H", "H", "H", "H", "H", "S", "C", "N", "C", "N", "C", "N", "C", "N", "C", "C", "H", "H", "H", "H", "H", "H", "H", "H", "H", "H", "H", "H", "C", "N", "C", "C", "C", "C", "C", "C", "C", "C", "H", "H", "H", "H", "H", "H", "H", "H", "H", "H", "H", "H", "H"],
  "coordinates": [[-0.15, 0.81, 0.13], [-3.40, -1.40, 4.54], [-3.98, -1.82, 3.41], [-5.28, -2.33, 3.50], [-5.94, -2.78, 2.37], [-5.32, -2.73, 1.13], [-4.04, -2.22, 1.03], [-3.35, -1.76, 2.15], [-1.97, -1.21, 1.93], [-1.55, -1.08, 0.76], [-1.31, -0.91, 3.05], [-0.06, -0.35, 2.86], [0.60, -0.29, 3.94], [0.00, -0.98, 5.46], [1.39, -0.37, 6.46], [2.63, -0.33, 5.59], [2.17, 0.51, 4.05], [-2.50, -1.07, 4.28], [-5.75, -2.36, 4.48], [-6.95, -3.17, 2.47], [-5.84, -3.08, 0.24], [-3.53, -2.15, 0.08], [1.51, -1.05, 7.30], [1.15, 0.63, 6.84], [2.98, -1.33, 5.37], [3.43, 0.25, 6.05], [-1.40, 3.20, 0.85], [3.39, -0.91, -0.92], [2.53, 0.24, -0.56], [2.65, 1.24, -1.64], [4.04, 1.68, -1.82], [4.85, 0.51, -2.14], [4.79, -0.51, -1.09], [5.25, 0.09, 0.16], [4.45, 1.26, 0.54], [3.07, 0.82, 0.68], [4.51, 2.24, -0.55], [3.02, -1.34, -1.86], [3.32, -1.66, -0.14], [2.04, 2.12, -1.40], [2.27, 0.80, -2.56], [5.88, 0.83, -2.28], [4.49, 0.08, -3.08], [6.29, 0.41, 0.04], [5.20, -0.65, 0.96], [2.45, 1.68, 0.97], [3.00, 0.07, 1.47], [5.54, 2.57, -0.67], [3.90, 3.10, -0.29], [-4.39, 2.58, -1.37], [-3.47, 1.52, -1.74], [-4.15, 0.26, -1.88], [-2.74, 1.87, -2.95], [-1.72, 0.82, -3.36], [-1.69, 0.41, -4.69], [-0.78, -0.56, -5.12], [0.08, -1.12, -4.19], [0.03, -0.69, -2.86], [-0.86, 0.29, -2.39], [-4.88, 2.32, -0.43], [-5.17, 2.74, -2.14], [-3.85, 3.51, -1.22], [-2.22, 2.59, -0.02], [-4.88, 0.28, -2.72], [-4.68, 0.02, -0.96], [-3.42, -0.53, -2.08], [-2.24, 2.83, -2.76], [-3.45, 2.04, -3.79], [-2.38, 0.84, -5.41], [-0.76, -0.87, -6.16], [0.78, -1.89, -4.49], [0.71, -1.18, -2.16]],
  "lowdin_charge": [1.10, 0.03, -0.28, -0.03, -0.10, -0.10, -0.04, -0.07, -0.47, -0.19, -0.04, -0.09, -0.91, 0.94, -0.55, -0.54, 0.91, 0.03, 0.11, 0.09, 0.09, 0.11, 0.07, 0.07, 0.07, 0.07, -0.08, -0.16, -0.16, -0.18, -0.08, -0.17, -0.09, -0.18, -0.08, -0.23, -0.17, 0.12, 0.13, 0.13, 0.12, 0.12, 0.13, 0.12, 0.13, 0.11, 0.08, 0.12, 0.13, -0.14, -0.29, -0.10, -0.20, -0.29, -0.08, -0.13, -0.14, -0.20, -0.19, 0.09, 0.08, 0.07, -0.41, 0.09, 0.08, 0.08, 0.12, 0.11, 0.09, 0.08, 0.08, 0.06],
  "max_force_ha_per_bohr": 0.0191,
  "de_lowest_kcal_mol": 0.0,
  "lumo_energy_ev": 1.9734,
  "e_tot_ha": -2732.189783,
  "gap_ev": 6.442,
  "multiplicity": 1,
  "total_charge": -1
}

{
  "formula": "C22H33N3P2SV",
  "method": "wB97M-V/def2-TZVPD",
  "elements": ["C", "C", "C", "C", "C", "C", "C", "C", "C", "C", "C", "C", "C", "H", "H", "H", "H", "H", "H", "H", "N", "V", "C", "H", "H", "C", "H", "H", "P", "P", "C", "H", "H", "H", "C", "H", "H", "H", "C", "H", "H", "H", "C", "H", "H", "H", "H", "H", "C", "N", "C", "S", "N", "C", "H", "H", "H", "H", "H", "H", "H", "H"],
  "coordinates": [[-1.77, 2.77, -3.72], [-1.63, 1.69, -2.83], [-0.33, 1.12, -2.66], [0.71, 2.09, -2.67], [0.58, 3.26, -3.46], [-0.65, 3.55, -4.04], [1.67, 1.87, -1.67], [2.19, 0.53, -1.70], [1.21, -0.51, -1.81], [1.54, -1.88, -2.01], [2.89, -2.17, -2.19], [3.88, -1.18, -2.08], [3.55, 0.14, -1.79], [-2.77, 3.03, -4.08], [1.44, 3.93, -3.59], [-0.78, 4.43, -4.67], [2.28, 2.67, -1.27], [3.17, -3.20, -2.44], [4.92, -1.46, -2.22], [4.31, 0.91, -1.70], [-0.16, -0.04, -1.90], [-0.29, -0.70, -0.25], [-2.55, 1.47, -1.69], [-2.82, 0.41, -1.56], [-3.47, 2.07, -1.72], [0.47, -2.95, -1.90], [-0.35, -2.81, -2.63], [0.90, -3.95, -2.03], [-1.47, 2.07, -0.26], [-0.34, -2.97, -0.20], [0.90, -3.77, 0.87], [0.76, -3.42, 1.90], [0.78, -4.87, 0.83], [1.92, -3.50, 0.56], [-1.74, -4.09, -0.22], [-1.42, -5.14, -0.26], [-2.33, -3.92, 0.69], [-2.38, -3.86, -1.08], [-2.50, 3.36, 0.48], [-3.55, 3.25, 0.16], [-2.42, 3.29, 1.57], [-2.13, 4.34, 0.16], [-1.98, 0.60, 0.80], [-1.67, 0.71, 1.84], [-3.07, 0.78, 0.78], [-1.95, -0.49, 0.47], [-0.22, 2.94, -0.66], [0.35, 0.95, 0.57], [-0.92, 0.73, 4.52], [-0.02, 0.92, 3.37], [0.84, 0.02, 2.89], [1.39, 0.11, 1.21], [1.34, -0.98, 3.61], [1.32, -1.08, 5.07], [-0.42, 1.01, 5.45], [-1.28, -0.30, 4.58], [-1.78, 1.39, 4.39], [-0.18, 1.74, 2.77], [2.01, -1.55, 3.10], [2.15, -1.72, 5.37], [1.46, -0.10, 5.54], [0.38, -1.53, 5.39]],
  "lowdin_charge": [-0.03, -0.25, -0.20, -0.22, -0.01, -0.06, -0.06, -0.22, -0.29, -0.23, -0.03, -0.03, -0.01, 0.12, 0.13, 0.12, 0.12, 0.13, 0.12, 0.13, -0.05, 0.23, -0.19, 0.10, 0.11, -0.24, 0.11, 0.10, 0.97, 0.80, -0.23, 0.03, 0.06, 0.06, -0.24, 0.06, 0.05, 0.06, -0.21, 0.07, 0.05, 0.07, -0.29, 0.02, 0.09, 0.02, 0.14, -0.09, -0.04, -0.02, -0.60, 0.92, 0.00, -0.03, 0.10, 0.10, 0.10, 0.14, 0.14, 0.11, 0.10, 0.10],
  "max_force_ha_per_bohr": 0.0718,
  "lumo_energy_ev": [-6.8486, -6.8384],
  "e_tot_ha": -3046.463088,
  "gap_ev": [4.588, 4.522],
  "multiplicity": 2,
  "total_charge": 2
}

{
  "formula": "C12H30CaN2O4",
  "method": "wB97M-V/def2-TZVPD",
  "elements": ["Ca", "C", "O", "C", "C", "N", "C", "C", "O", "C", "H", "H", "H", "H", "H", "H", "H", "H", "H", "H", "H", "H", "H", "H", "H", "C", "O", "C", "C", "N", "C", "C", "O", "C", "H", "H", "H", "H", "H", "H", "H", "H", "H", "H", "H", "H", "H", "H", "H"],
  "coordinates": [[-0.18, -0.05, -0.70], [4.44, 1.85, 3.01], [3.28, 1.66, 2.24], [2.18, 2.39, 2.70], [1.14, 2.25, 1.62], [0.93, 0.83, 1.21], [0.22, 0.06, 2.26], [-1.24, 0.43, 2.42], [-1.86, 0.41, 1.13], [-3.29, 0.41, 1.23], [5.26, 1.28, 2.57], [4.32, 1.50, 4.04], [4.76, 2.90, 3.03], [2.40, 3.45, 2.87], [1.84, 1.99, 3.67], [1.47, 2.80, 0.73], [0.19, 2.72, 1.88], [1.88, 0.47, 1.17], [0.70, 0.18, 3.23], [0.28, -1.02, 2.08], [-1.43, 1.37, 2.94], [-1.70, -0.34, 3.04], [-3.69, 0.29, 0.23], [-3.63, 1.37, 1.62], [-3.61, -0.40, 1.88], [2.48, 0.94, -2.66], [1.27, 0.16, -2.53], [0.77, -0.26, -3.83], [-0.41, -1.20, -3.63], [-1.40, -0.59, -2.74], [-2.58, -1.47, -2.43], [-2.20, -2.60, -1.53], [-1.82, -2.02, -0.27], [-1.92, -2.95, 0.81], [2.89, 1.09, -1.66], [2.24, 1.93, -3.06], [3.20, 0.43, -3.30], [1.56, -0.80, -4.34], [0.50, 0.65, -4.37], [-0.02, -2.18, -3.36], [-0.77, -1.38, -4.66], [-1.82, 0.15, -3.30], [-3.08, -1.84, -3.33], [-3.30, -0.83, -1.92], [-1.37, -3.20, -1.92], [-3.06, -3.26, -1.38], [-2.93, -3.38, 0.84], [-1.71, -2.41, 1.73], [-1.19, -3.76, 0.72]],
  "lowdin_charge": [1.60, -0.08, -0.20, -0.22, -0.16, -0.19, -0.19, -0.21, -0.32, -0.04, 0.10, 0.10, 0.10, 0.14, 0.13, 0.13, 0.13, 0.11, 0.14, 0.13, 0.14, 0.14, 0.09, 0.11, 0.10, -0.03, -0.37, -0.17, -0.19, -0.16, -0.15, -0.19, -0.31, -0.05, 0.09, 0.11, 0.11, 0.14, 0.14, 0.13, 0.15, 0.14, 0.14, 0.12, 0.13, 0.14, 0.11, 0.08, 0.11],
  "max_force_ha_per_bohr": 0.0313,
  "de_lowest_kcal_mol": 3.3,
  "lumo_energy_ev": -5.9623,
  "e_tot_ha": -1562.822601,
  "gap_ev": 9.400,
  "multiplicity": 1,
  "total_charge": 2
}

{
  "formula": "CH4O2P2",
  "method": "wB97M-V/def2-TZVPD",
  "elements": ["C", "O", "O", "P", "P", "H", "H", "H", "H"],
  "coordinates": [[-0.02, -0.53, -0.76], [2.85, -2.90, -1.59], [0.95, -1.28, -1.68], [1.67, -2.52, -0.86], [0.31, -0.68, 1.05], [0.06, 0.50, -1.12], [-1.00, -0.92, -1.01], [-0.75, 0.19, 1.33], [1.25, 0.36, 1.09]],
  "lowdin_charge": [-0.54, -0.42, -0.44, 0.75, 0.72, 0.07, 0.07, -0.10, -0.10],
  "max_force_ha_per_bohr": 0.0455,
  "de_lowest_kcal_mol": 28.1,
  "lumo_energy_ev": -0.2814,
  "e_tot_ha": -873.676277,
  "smiles": "O=POCP",
  "gap_ev": 9.350,
  "multiplicity": 1,
  "total_charge": 0
}

{
  "formula": "C4H4",
  "method": "wB97M-V/def2-TZVPD",
  "elements": ["C", "C", "C", "C", "H", "H", "H", "H"],
  "coordinates": [[2.42, 0.68, -0.06], [2.41, -0.61, -0.02], [-1.82, -0.02, 0.07], [-3.04, -0.05, -0.06], [2.23, 1.65, 0.22], [2.66, -1.66, 0.06], [-0.70, -0.48, 0.17], [-4.05, 0.48, -0.07]],
  "lowdin_charge": [0.02, 0.00, -0.06, -0.07, -0.02, 0.01, 0.07, 0.05],
  "max_force_ha_per_bohr": 0.1896,
  "de_lowest_kcal_mol": 73.8,
  "lumo_energy_ev": 1.1257,
  "e_tot_ha": -154.602933,
  "smiles": "C#C.C#C",
  "gap_ev": 11.625,
  "multiplicity": 1,
  "total_charge": 0
}

{
  "formula": "C26H36ClNPdSi3",
  "method": "wB97M-V/def2-TZVPD",
  "elements": ["Pd", "C", "Si", "C", "C", "C", "C", "C", "C", "C", "Si", "C", "C", "H", "H", "H", "H", "H", "H", "H", "H", "H", "H", "H", "H", "H", "H", "H", "H", "C", "Si", "C", "C", "N", "C", "C", "C", "C", "C", "C", "H", "H", "H", "H", "H", "H", "H", "H", "H", "H", "H", "H", "H", "H", "Cl", "C", "C", "C", "C", "C", "C", "C", "H", "H", "H", "H", "H", "H"],
  "coordinates": [[0.26, 0.24, 0.95], [3.52, 0.01, -0.49], [2.53, 0.66, 1.02], [3.09, 2.48, 1.15], [3.43, -0.24, 2.46], [4.74, -0.01, 2.90], [5.30, -0.79, 3.91], [4.55, -1.81, 4.49], [3.25, -2.03, 4.06], [2.67, -1.25, 3.06], [0.85, -1.36, 2.46], [0.58, -3.22, 2.14], [-0.11, -1.07, 4.09], [4.58, 0.24, -0.39], [3.16, 0.46, -1.42], [3.40, -1.07, -0.58], [4.18, 2.56, 1.22], [2.65, 2.96, 2.03], [2.76, 3.04, 0.28], [5.33, 0.78, 2.45], [6.31, -0.60, 4.25], [4.98, -2.42, 5.28], [2.67, -2.83, 4.53], [0.97, -3.80, 2.99], [1.11, -3.55, 1.24], [-0.48, -3.45, 2.01], [0.21, -1.78, 4.87], [-1.19, -1.19, 3.95], [0.07, -0.06, 4.46], [0.15, -0.02, -2.49], [0.11, 1.81, -2.07], [1.76, 2.53, -2.67], [-1.16, 2.64, -3.22], [-0.17, 2.00, -0.40], [-0.39, 3.18, 0.22], [-0.52, 4.43, -0.46], [-0.75, 5.61, 0.21], [-0.87, 5.65, 1.60], [-0.75, 4.45, 2.29], [-0.52, 3.26, 1.63], [0.25, -0.16, -3.57], [-0.76, -0.52, -2.15], [0.99, -0.50, -1.99], [1.83, 2.44, -3.76], [2.61, 2.01, -2.23], [1.84, 3.59, -2.41], [-0.79, 3.61, -3.58], [-2.12, 2.81, -2.72], [-1.35, 2.01, -4.10], [-0.44, 4.45, -1.54], [-0.84, 6.53, -0.36], [-1.05, 6.59, 2.12], [-0.83, 4.44, 3.37], [-0.42, 2.33, 2.19], [-2.19, -3.02, -0.37], [-2.81, -1.45, -0.87], [-3.46, -1.39, -2.08], [-3.97, -0.19, -2.55], [-3.81, 0.94, -1.75], [-3.16, 0.87, -0.54], [-2.62, -0.34, -0.02], [-1.92, -0.37, 1.24], [-3.56, -2.30, -2.67], [-4.47, -0.13, -3.51], [-4.18, 1.90, -2.09], [-3.01, 1.76, 0.06], [-1.95, -1.34, 1.73], [-2.23, 0.44, 1.90]],
  "lowdin_charge": [0.44, -0.23, 0.45, -0.23, -0.31, -0.12, -0.13, -0.13, -0.12, -0.31, 0.43, -0.24, -0.24, 0.01, -0.03, 0.01, 0.00, 0.01, 0.00, 0.08, 0.08, 0.08, 0.08, 0.00, 0.01, -0.02, 0.00, 0.00, 0.01, -0.16, 0.36, -0.18, -0.19, -0.14, -0.40, -0.07, -0.15, -0.17, -0.14, -0.07, 0.02, 0.01, 0.01, 0.02, -0.01, 0.02, 0.01, 0.00, 0.02, 0.06, 0.08, 0.07, 0.08, 0.07, 0.64, -0.63, -0.17, -0.14, -0.14, -0.07, -0.37, -0.23, 0.08, 0.08, 0.09, 0.11, -0.02, 0.04],
  "max_force_ha_per_bohr": 0.0050,
  "de_lowest_kcal_mol": 1.5,
  "lumo_energy_ev": 4.9633,
  "e_tot_ha": -2523.807040,
  "gap_ev": 5.696,
  "multiplicity": 1,
  "total_charge": -2
}

{
  "formula": "C16H43N9O5P2",
  "method": "wB97M-V/def2-TZVPD",
  "elements": ["N", "C", "C", "N", "C", "O", "O", "N", "C", "O", "H", "H", "H", "H", "H", "H", "H", "O", "P", "N", "C", "C", "N", "C", "C", "N", "C", "C", "H", "H", "H", "H", "H", "H", "H", "H", "H", "H", "H", "H", "H", "H", "H", "H", "H", "H", "O", "P", "N", "C", "C", "N", "C", "C", "N", "C", "C", "H", "H", "H", "H", "H", "H", "H", "H", "H", "H", "H", "H", "H", "H", "H", "H", "H", "H"],
  "coordinates": [[2.72, -2.65, 8.53], [2.76, -1.22, 8.24], [1.53, -0.66, 7.49], [0.42, -0.21, 8.38], [-0.39, -1.24, 8.90], [-1.22, -0.98, 9.71], [-0.26, -2.59, 8.51], [-1.27, -2.83, 7.52], [-0.70, -3.31, 6.53], [-0.05, -3.43, 5.58], [2.33, -3.17, 7.75], [2.21, -2.86, 9.38], [3.62, -1.07, 7.57], [2.97, -0.62, 9.13], [1.17, -1.33, 6.70], [1.88, 0.24, 6.96], [-0.21, 0.31, 7.77], [-0.84, 0.19, 0.40], [-1.18, -1.25, 0.03], [-1.84, -1.72, 1.56], [-1.04, -1.66, 2.78], [-3.15, -1.12, 1.80], [0.44, -1.75, -0.27], [1.19, -2.71, 0.50], [1.34, -0.72, -0.79], [-1.70, -2.84, -0.66], [-2.57, -2.66, -1.82], [-2.17, -3.97, 0.12], [-1.60, -2.10, 3.61], [-0.73, -0.65, 3.04], [-0.15, -2.29, 2.69], [-3.85, -1.42, 1.01], [-3.10, -0.02, 1.81], [-3.57, -1.46, 2.75], [1.60, -2.26, 1.42], [2.03, -3.09, -0.08], [0.61, -3.59, 0.77], [1.74, -0.09, 0.02], [0.83, -0.08, -1.50], [2.18, -1.18, -1.32], [-3.57, -2.31, -1.53], [-2.68, -3.58, -2.39], [-2.15, -1.91, -2.50], [-3.19, -3.84, 0.49], [-1.52, -4.20, 0.96], [-2.16, -4.86, -0.52], [0.94, 0.96, -4.27], [0.55, 2.13, -5.17], [1.78, 3.23, -4.66], [1.87, 3.68, -3.28], [3.10, 2.84, -5.15], [-1.01, 2.39, -4.50], [-1.44, 3.57, -3.77], [-1.67, 1.22, -3.96], [0.10, 3.25, -6.50], [0.17, 2.59, -7.81], [0.57, 4.62, -6.64], [2.65, 4.45, -3.19], [2.10, 2.87, -2.58], [0.96, 4.18, -2.97], [3.10, 2.80, -6.24], [3.40, 1.86, -4.77], [3.86, 3.57, -4.86], [-1.10, 3.55, -2.73], [-2.53, 3.63, -3.76], [-1.11, 4.50, -4.24], [-1.33, 0.99, -2.94], [-1.49, 0.34, -4.58], [-2.76, 1.36, -3.93], [1.21, 2.43, -8.13], [-0.34, 3.17, -8.58], [-0.32, 1.61, -7.77], [1.61, 4.68, -6.98], [0.48, 5.18, -5.71], [-0.06, 5.13, -7.37]],
  "lowdin_charge": [0.00, -0.26, -0.19, 0.08, -0.52, 0.16, -0.05, 0.13, -0.24, 0.21, 0.06, 0.06, 0.10, 0.12, 0.10, 0.12, 0.14, -0.31, 0.76, -0.35, -0.13, -0.14, -0.32, -0.14, -0.14, -0.30, -0.14, -0.14, 0.07, 0.09, 0.05, 0.07, 0.08, 0.08, 0.08, 0.08, 0.07, 0.08, 0.05, 0.08, 0.07, 0.08, 0.07, 0.08, 0.06, 0.09, -0.31, 0.76, -0.35, -0.12, -0.14, -0.32, -0.14, -0.15, -0.30, -0.15, -0.14, 0.08, 0.09, 0.06, 0.07, 0.08, 0.08, 0.08, 0.08, 0.07, 0.07, 0.07, 0.08, 0.07, 0.08, 0.08, 0.08, 0.07, 0.09],
  "max_force_ha_per_bohr": 0.1306,
  "lumo_energy_ev": -0.5247,
  "e_tot_ha": -2186.873123,
  "smiles": "CN(C)P(=O)(N(C)C)N(C)C.CN(C)P(=O)(N(C)C)N(C)C.NCCNC(=O)ON=C=O",
  "gap_ev": 7.471,
  "multiplicity": 1,
  "total_charge": 0
}

{
  "formula": "C5H9NO",
  "method": "wB97M-V/def2-TZVPD",
  "elements": ["C", "C", "O", "C", "C", "C", "N", "H", "H", "H", "H", "H", "H", "H", "H", "H"],
  "coordinates": [[-1.67, -0.38, -0.92], [-1.45, -0.74, 0.52], [-0.84, -1.91, 0.58], [0.81, 0.81, 0.75], [1.69, -0.14, -0.07], [0.50, 2.06, 0.05], [0.18, 3.00, -0.53], [-1.54, 0.70, -1.07], [-2.73, -0.59, -1.10], [-1.07, -0.95, -1.63], [-0.19, 0.37, 1.03], [-0.72, -2.13, 1.52], [1.28, 1.04, 1.71], [2.73, 0.21, -0.09], [1.34, -0.22, -1.11], [1.68, -1.14, 0.36]],
  "lowdin_charge": [-0.11, -0.17, -0.01, -0.25, -0.09, -0.24, 0.14, 0.07, 0.09, 0.08, 0.04, 0.12, 0.12, 0.08, 0.08, 0.07],
  "max_force_ha_per_bohr": 0.0216,
  "de_lowest_kcal_mol": 87.2,
  "lumo_energy_ev": 0.5610,
  "e_tot_ha": -325.798559,
  "gap_ev": 9.358,
  "multiplicity": 1,
  "total_charge": 0
}